The following is a quantum chemistry calculation of the molecule C6H8N2 at a distorted geometry, from the OMol25 dataset.

Energy relative to the best compared isomer or geometry (same formula, charge and spin) = 86.6 kcal per mole
2S+1 = 1
HOMO level (spin up / spin down) = -6.996 / -6.994 eV
Gap between HOMO and LUMO (spin up / spin down) = 7.4 / 7.4 eV

Geometry (Å):
1 C 1.093 -0.372 -1.366
2 C 1.315 -1.334 -0.463
3 C 0.105 0.629 -1.226
4 C 0.659 -1.207 0.829
5 C 0.958 -1.838 1.878
6 C -1.579 1.638 0.032
7 N -0.471 -0.093 0.935
8 N -0.608 0.660 -0.121
9 H 1.625 -0.261 -2.392
10 H 2.034 -2.104 -0.661
11 H -0.211 1.323 -2.111
12 H 0.599 -1.525 2.855
13 H 1.735 -2.499 2.008
14 H -2.566 1.220 0.339
15 H -1.663 2.145 -0.967
16 H -1.291 2.486 0.828



The following is a quantum chemistry calculation of the molecule C6H8N2 at a distorted geometry, from the OMol25 dataset.

Energy relative to the best compared isomer or geometry (same formula, charge and spin) = 116.2 kcal per mole
2S+1 = 1
HOMO level = -8.147 eV
Structure (SMILES) = C=CC1=N[C@@H]2C[C@@H]2N1
Gap between HOMO and LUMO = 9.0 eV

Geometry (Å):
1 C 2.162 -1.285 1.545
2 C 0.823 -1.401 1.225
3 C 0.194 -0.437 0.198
4 C -0.105 1.342 -1.110
5 C -1.503 1.478 -0.300
6 C -1.179 0.358 -1.123
7 H 2.829 -0.468 1.267
8 H 2.663 -1.982 2.328
9 H -0.147 -1.974 1.542
10 H 0.150 2.100 -1.752
11 H -2.309 2.312 -0.416
12 H -1.558 1.210 0.702
13 H -1.750 0.494 -2.204
14 H -0.700 -1.697 -1.230
15 N 0.618 0.803 0.083
16 N -0.837 -0.849 -0.490



The following is a quantum chemistry calculation of the molecule C6H8N2 at a distorted geometry, from the OMol25 dataset.

Energy relative to the best compared isomer or geometry (same formula, charge and spin) = 98.5 kcal per mole
2S+1 = 1
HOMO level = -8.852 eV
Structure (SMILES) = [H]/N=C(\C)NC(=C)C#C
Gap between HOMO and LUMO = 9.7 eV

Geometry (Å):
1 C 2.291 -1.006 -0.276
2 C 1.146 -0.158 0.073
3 C -1.294 -0.194 0.331
4 C -1.731 0.065 1.560
5 C -1.829 0.546 -0.876
6 C -2.219 1.476 -1.537
7 H 1.938 -1.990 -0.576
8 H 2.949 -1.135 0.589
9 H 2.708 -0.471 -1.271
10 H 2.106 1.441 0.833
11 H -0.295 -0.689 -1.242
12 H -1.405 -0.455 2.373
13 H -2.678 0.503 1.788
14 H -2.776 1.968 -2.308
15 N 1.190 0.901 0.763
16 N -0.102 -0.800 -0.223



The following is a quantum chemistry calculation of the molecule C6H8N2O at a distorted geometry, from the OMol25 dataset.

Energy relative to the best compared isomer or geometry (same formula, charge and spin) = 131.5 kcal per mole
2S+1 = 1
HOMO level = -9.858 eV
Structure (SMILES) = C1CC[C@]2(C1)O[C@]21N=N1
Gap between HOMO and LUMO = 9.9 eV

Geometry (Å):
1 C -0.806 0.338 0.209
2 C -0.060 -1.046 0.073
3 C 1.381 -0.864 0.365
4 C 1.699 0.452 -0.292
5 C 0.596 1.409 -0.143
6 C -2.316 0.166 0.105
7 N -3.182 -0.681 -0.489
8 N -3.413 0.540 -0.696
9 O -1.755 0.446 1.300
10 H -0.550 -1.885 0.712
11 H -0.087 -1.565 -0.937
12 H 1.432 -0.837 1.475
13 H 1.982 -1.632 -0.083
14 H 2.527 0.953 0.129
15 H 1.889 0.117 -1.262
16 H 0.578 2.200 0.553
17 H 0.084 1.890 -1.018



The following is a quantum chemistry calculation of the molecule C6H8N2O at a distorted geometry, from the OMol25 dataset.

Energy relative to the best compared isomer or geometry (same formula, charge and spin) = 51.7 kcal per mole
2S+1 = 1
HOMO level = -10.135 eV
Structure (SMILES) = CCC1=NC(=O)N=C1C
Gap between HOMO and LUMO = 9.0 eV

Geometry (Å):
1 C -1.883 -1.627 0.078
2 C -1.199 -0.309 0.015
3 C 0.250 -0.367 -0.229
4 C 2.360 -0.951 -0.083
5 C 1.062 0.881 -0.025
6 C 0.506 2.234 -0.001
7 H -2.917 -1.473 -0.106
8 H -1.464 -2.182 -0.717
9 H -1.506 -1.874 1.156
10 H -1.448 0.068 1.077
11 H -1.514 0.546 -0.742
12 H 1.416 2.929 0.031
13 H 0.181 2.418 -1.062
14 H -0.483 2.220 0.696
15 N 1.020 -1.450 -0.320
16 N 2.252 0.513 0.110
17 O 3.367 -1.575 0.124



The following is a quantum chemistry calculation of a cluster of 2 separate species, C6H8N2O2 in total at a distorted geometry, from the OMol25 dataset.

Energy relative to the best compared isomer or geometry (same formula, charge and spin) = 73.9 kcal per mole
2S+1 = 1
HOMO level = -9.649 eV
Structure (SMILES) = O=c1cc[nH]c(=O)[nH]1.C=C
Gap between HOMO and LUMO = 10.1 eV

Geometry (Å):
1 C 2.218 0.037 -0.164
2 C 2.345 -0.205 1.290
3 C 1.151 -0.143 1.871
4 C 0.015 0.991 0.098
5 C -2.338 -0.863 -0.619
6 C -1.891 -0.452 -1.742
7 H 0.961 1.316 -1.459
8 H 3.258 -0.479 1.702
9 H 1.070 -0.540 2.827
10 H -1.018 0.528 1.852
11 H -2.175 -0.361 0.277
12 H -2.879 -1.865 -0.727
13 H -1.498 0.518 -1.927
14 H -2.390 -0.758 -2.619
15 N 0.978 0.446 -0.616
16 N -0.080 0.246 1.316
17 O 3.120 -0.110 -0.974
18 O -0.846 1.694 -0.387



The following is a quantum chemistry calculation of a cluster of 2 separate species, C6H8N2O2 in total at a distorted geometry, from the OMol25 dataset.

Energy relative to the best compared isomer or geometry (same formula, charge and spin) = 68.0 kcal per mole
2S+1 = 1
HOMO level = -10.029 eV
Structure (SMILES) = N#C[C@@H]1NC2(CC2)C1=O.O
Gap between HOMO and LUMO = 10.4 eV

Geometry (Å):
1 O -0.703 2.456 1.003
2 C -0.449 1.296 0.882
3 C 0.817 0.422 1.157
4 N 0.006 -0.769 0.792
5 C -1.160 0.064 0.456
6 C -2.607 -0.293 0.654
7 C -2.076 -0.092 -0.728
8 C 1.980 0.715 0.316
9 N 2.846 1.117 -0.345
10 H 1.119 0.431 2.216
11 H 0.376 -1.295 0.004
12 H -2.797 -1.315 0.984
13 H -3.250 0.473 1.089
14 H -2.336 0.817 -1.270
15 H -1.898 -0.974 -1.343
16 O 3.645 -1.288 -2.054
17 H 2.703 -1.451 -1.839
18 H 3.784 -0.314 -1.976



The following is a quantum chemistry calculation of a cluster of 2 separate species, C6H8N2O2 in total at a distorted geometry, from the OMol25 dataset.

Energy relative to the best compared isomer or geometry (same formula, charge and spin) = 108.3 kcal per mole
2S+1 = 1
HOMO level = -9.192 eV
Structure (SMILES) = O=c1cc[nH]c(=O)[nH]1.C=C
Gap between HOMO and LUMO = 9.3 eV

Geometry (Å):
1 C -0.441 0.901 1.513
2 C -1.766 0.957 1.401
3 C 2.002 -0.698 -0.789
4 C 1.498 0.645 -0.977
5 C 0.205 0.794 -0.542
6 C -0.376 -1.591 -0.953
7 H -0.412 0.194 2.426
8 H 0.370 1.572 1.098
9 H -2.412 0.405 2.117
10 H -2.471 1.530 0.643
11 H 1.554 -2.603 -1.237
12 H 2.145 1.562 -0.796
13 H -0.413 1.767 -0.452
14 H -1.633 -0.159 -0.293
15 N 0.978 -1.666 -0.933
16 N -0.686 -0.223 -0.570
17 O 3.134 -1.048 -0.812
18 O -1.276 -2.339 -0.844



The following is a quantum chemistry calculation of a cluster of 2 separate species, C6H8N2O2 in total at a distorted geometry, from the OMol25 dataset.

Energy relative to the best compared isomer or geometry (same formula, charge and spin) = 55.5 kcal per mole
2S+1 = 1
HOMO level = -9.831 eV
Structure (SMILES) = O=c1cc[nH]c(=O)[nH]1.C=C
Gap between HOMO and LUMO = 9.7 eV

Geometry (Å):
1 C -3.569 0.381 -0.083
2 C -4.632 -0.404 -0.110
3 C 2.890 -1.191 -0.136
4 C 1.436 -1.270 0.117
5 C 0.672 -0.194 0.126
6 C 2.630 1.257 -0.013
7 H -3.622 1.444 0.122
8 H -2.561 -0.015 -0.244
9 H -5.641 -0.014 0.058
10 H -4.560 -1.485 -0.252
11 H 4.351 0.271 -0.107
12 H 0.965 -2.199 0.128
13 H -0.445 -0.301 0.232
14 H 0.762 2.039 0.012
15 N 3.385 0.206 0.021
16 N 1.280 1.053 0.501
17 O 3.742 -2.073 -0.098
18 O 2.914 2.493 -0.274



The following is a quantum chemistry calculation of a cluster of 2 separate species, C6H8N2O2 in total at a distorted geometry, from the OMol25 dataset.

Energy relative to the best compared isomer or geometry (same formula, charge and spin) = 72.9 kcal per mole
2S+1 = 1
HOMO level = -8.642 eV
Gap between HOMO and LUMO = 9.1 eV

Geometry (Å):
1 C 1.377 -1.315 0.038
2 C 1.514 0.008 0.481
3 C -0.415 -0.329 -0.536
4 C -2.564 0.396 -0.095
5 C 2.730 0.491 1.129
6 C -2.099 0.354 -1.542
7 N 0.278 0.632 0.176
8 N 0.169 -1.453 -0.577
9 O -2.941 -0.832 0.415
10 O -2.477 1.323 0.667
11 H 1.992 -2.225 0.247
12 H 3.351 -0.379 0.973
13 H 3.024 1.425 0.657
14 H 2.751 0.867 2.145
15 H -2.315 -0.445 -2.368
16 H -1.710 1.301 -1.928
17 H -0.005 1.590 0.395
18 H -2.659 -1.411 -0.278



The following is a quantum chemistry calculation of a structure of composition C6H8N2OSn at a distorted geometry, from the OMol25 dataset.

2S+1 = 1
HOMO level = -18.093 eV
Total charge = +2
Gap between HOMO and LUMO = 5.8 eV

Geometry (Å):
1 C 2.405 -0.425 -0.027
2 O 1.620 0.400 0.918
3 C 0.275 0.687 0.590
4 C -0.594 -0.255 -0.238
5 C -0.343 0.025 -1.649
6 N -0.044 0.209 -2.744
7 C -2.130 -0.053 0.088
8 C -2.665 -1.294 0.624
9 N -3.020 -2.321 0.996
10 H 3.440 -0.343 0.283
11 H 2.292 -0.083 -1.054
12 H 2.101 -1.459 0.085
13 H 0.311 1.694 0.027
14 H -0.230 0.901 1.534
15 H -0.357 -1.290 0.004
16 H -2.301 0.761 0.790
17 H -2.666 0.202 -0.822
18 Sn 1.904 2.645 0.595



The following is a quantum chemistry calculation of the molecule C6H8N2S at a distorted geometry, from the OMol25 dataset.

Energy relative to the best compared isomer or geometry (same formula, charge and spin) = 81.2 kcal per mole
2S+1 = 1
HOMO level = -9.145 eV
Structure (SMILES) = N#CCCCCN=C=S
Gap between HOMO and LUMO = 9.6 eV

Geometry (Å):
1 C 1.287 -0.327 -3.370
2 C -0.031 0.714 -1.424
3 C 0.425 0.099 -0.083
4 C -0.305 0.676 1.169
5 C -1.076 -0.411 1.917
6 C -0.216 -1.463 2.422
7 H -0.017 1.919 -1.443
8 H -1.166 0.395 -1.390
9 H 1.625 0.142 0.058
10 H 0.192 -0.820 -0.043
11 H -1.066 1.503 0.647
12 H 0.409 1.265 1.764
13 H -1.623 0.073 2.795
14 H -1.667 -0.478 1.264
15 N 0.647 0.168 -2.534
16 N 0.498 -2.316 2.744
17 S 2.084 -1.140 -4.494



The following is a quantum chemistry calculation of the molecule C6H8N2S at a distorted geometry, from the OMol25 dataset.

Energy relative to the best compared isomer or geometry (same formula, charge and spin) = 25.2 kcal per mole
2S+1 = 1
HOMO level = -8.982 eV
Structure (SMILES) = [H]/N=C(\C)Cc1cscn1
Gap between HOMO and LUMO = 9.8 eV

Geometry (Å):
1 C 2.499 -0.999 -0.173
2 C 0.872 0.056 0.795
3 C 1.663 1.150 0.589
4 C -0.553 0.096 1.222
5 C -1.355 0.360 -0.065
6 C -1.762 -0.773 -0.995
7 N 1.353 -1.171 0.409
8 N -1.426 1.637 -0.290
9 S 3.153 0.672 -0.172
10 H 3.170 -1.798 -0.727
11 H -0.792 -0.849 1.574
12 H -0.753 0.883 1.878
13 H -0.878 -1.278 -1.196
14 H -2.509 -1.436 -0.401
15 H -2.242 -0.433 -1.972
16 H 1.265 2.147 0.734
17 H -1.705 1.735 -1.212



The following is a quantum chemistry calculation of the molecule C6H8N2S at a distorted geometry, from the OMol25 dataset.

Energy relative to the best compared isomer or geometry (same formula, charge and spin) = 95.9 kcal per mole
2S+1 = 1
HOMO level = -9.250 eV
Structure (SMILES) = N=[SH](=N)c1ccccc1
Gap between HOMO and LUMO = 9.6 eV

Geometry (Å):
1 C 2.614 -0.015 0.085
2 C 1.967 -0.913 -0.673
3 C 1.856 1.040 0.660
4 C 0.575 -0.856 -0.906
5 C 0.485 0.902 0.731
6 C -0.173 -0.089 -0.015
7 N -2.571 -0.984 -1.008
8 N -2.452 1.206 0.622
9 S -1.997 -0.222 0.237
10 H 3.731 0.098 0.134
11 H 2.647 -1.637 -1.177
12 H 2.368 1.885 1.134
13 H 0.073 -1.470 -1.787
14 H -0.184 1.551 1.256
15 H -2.542 -0.374 -1.880
16 H -3.395 1.315 0.300
17 H -1.961 -1.244 1.313



The following is a quantum chemistry calculation of the molecule C6H8NO2P at a distorted geometry, from the OMol25 dataset.

Energy relative to the best compared isomer or geometry (same formula, charge and spin) = 0.0 kcal per mole
2S+1 = 1
HOMO level = -8.832 eV
Structure (SMILES) = N[P@@H](=O)Oc1ccccc1
Gap between HOMO and LUMO = 9.7 eV

Geometry (Å):
1 C -2.472 1.078 0.820
2 C -1.366 1.863 0.517
3 C -2.429 -0.336 0.788
4 C -0.193 1.228 0.123
5 C -1.207 -0.895 0.432
6 C -0.082 -0.128 0.187
7 N 3.224 -1.314 -1.588
8 O 1.400 0.226 -2.529
9 O 1.048 -0.820 -0.069
10 P 2.126 -0.117 -1.324
11 H -3.462 1.612 0.851
12 H -1.567 2.934 0.589
13 H -3.271 -1.084 0.765
14 H 0.690 1.855 0.038
15 H -0.971 -1.947 0.754
16 H 3.650 -1.852 -0.772
17 H 2.541 -1.813 -2.233
18 H 2.958 0.822 -0.702



The following is a quantum chemistry calculation of the molecule C6H8NPS2 at a distorted geometry, from the OMol25 dataset.

Energy relative to the best compared isomer or geometry (same formula, charge and spin) = 62.1 kcal per mole
2S+1 = 1
HOMO level = -8.750 eV
Structure (SMILES) = C#C[C@H]1C=C[P@@](=S)(NC)S1
Gap between HOMO and LUMO = 9.3 eV

Geometry (Å):
1 C -2.845 -2.755 0.781
2 C -2.642 -1.638 0.340
3 C -2.162 0.679 0.905
4 C -1.040 1.418 0.819
5 C -2.639 -0.290 -0.149
6 C 2.762 0.305 -0.693
7 N 1.286 0.060 -0.830
8 P 0.066 1.155 -0.944
9 S 0.655 2.839 -1.746
10 S -1.456 -0.195 -1.717
11 H -3.167 -3.558 1.375
12 H -2.760 0.729 1.890
13 H -0.671 2.106 1.581
14 H -3.605 0.195 -0.552
15 H 3.350 -0.556 -0.747
16 H 3.224 0.873 -1.464
17 H 3.029 0.950 0.169
18 H 0.881 -0.771 -0.383



The following is a quantum chemistry calculation of a structure of composition C6H8NPS3 at a distorted geometry, from the OMol25 dataset.

Energy relative to the best compared isomer or geometry (same formula, charge and spin) = 36.6 kcal per mole
2S+1 = 1
HOMO level = -7.761 eV
Gap between HOMO and LUMO = 7.3 eV

Geometry (Å):
1 C -4.934 0.472 1.176
2 C -3.953 0.366 0.459
3 C -1.944 0.593 -0.815
4 C -2.797 -0.149 -0.120
5 C 0.417 0.718 -1.694
6 C 2.040 -1.399 1.274
7 N -0.834 0.039 -1.313
8 P -0.463 -1.844 -0.162
9 S 0.688 -3.128 -1.127
10 S -2.513 -1.988 -0.065
11 S 0.303 -1.240 1.698
12 H -5.865 0.580 1.678
13 H -2.078 1.600 -0.944
14 H 0.202 1.390 -2.637
15 H 0.972 1.404 -0.985
16 H 1.292 0.157 -2.173
17 H 2.709 -1.344 2.113
18 H 2.252 -0.485 0.546
19 H 2.324 -2.056 0.511



The following is a quantum chemistry calculation of the ion C6H8NS with charge -1 at a distorted geometry, from the OMol25 dataset.

Energy relative to the best compared isomer or geometry (same formula, charge and spin) = 55.1 kcal per mole
2S+1 = 1
HOMO level = -1.844 eV
Total charge = -1
Gap between HOMO and LUMO = 5.8 eV

Geometry (Å):
1 C -0.067 0.461 0.550
2 C -0.319 -0.926 0.725
3 C -0.099 0.923 -0.759
4 C -0.487 -1.605 -0.358
5 C -0.055 -1.679 1.999
6 C 0.530 2.240 -1.212
7 N -0.609 0.116 -1.661
8 S -1.010 -2.937 -1.160
9 H 0.199 0.940 1.456
10 H 0.203 -2.707 1.815
11 H 0.777 -1.277 2.523
12 H -0.844 -1.464 2.756
13 H 0.157 2.602 -2.132
14 H 0.343 3.004 -0.511
15 H 1.511 2.019 -1.500
16 H -0.232 0.289 -2.534



The following is a quantum chemistry calculation of a structure of composition C6H8O2 at a distorted geometry, from the OMol25 dataset.

Energy relative to the best compared isomer or geometry (same formula, charge and spin) = 87.2 kcal per mole
2S+1 = 1
HOMO level = -7.917 eV
Gap between HOMO and LUMO = 8.8 eV

Geometry (Å):
1 C -1.269 -0.968 0.340
2 C -0.801 0.639 -1.563
3 C 0.213 -0.522 -1.701
4 C 0.528 0.359 0.876
5 C -0.239 -0.451 1.956
6 C -0.321 -0.119 -0.348
7 O -2.273 -1.551 0.153
8 O 0.638 -1.445 2.466
9 H -0.281 1.541 -1.616
10 H -1.813 0.580 -1.803
11 H -0.154 -1.603 -1.986
12 H 1.192 -0.166 -1.843
13 H 0.519 1.458 1.037
14 H 1.423 -0.265 0.945
15 H -0.904 -0.048 2.742
16 H 0.024 -2.191 2.763



The following is a quantum chemistry calculation of a structure of composition C6H8O2 at a distorted geometry, from the OMol25 dataset.

Energy relative to the best compared isomer or geometry (same formula, charge and spin) = 207.4 kcal per mole
2S+1 = 1
HOMO level = -8.607 eV
Gap between HOMO and LUMO = 9.1 eV

Geometry (Å):
1 C 1.433 -0.318 1.142
2 C 0.383 -1.404 -0.731
3 C -0.882 0.107 -1.226
4 C -1.114 1.644 -0.570
5 C 0.126 0.349 0.548
6 C -0.712 -0.798 0.034
7 H 0.872 -0.944 1.821
8 H 2.284 0.279 1.637
9 H 0.212 -2.362 -1.087
10 H -1.892 -0.122 -1.671
11 H -0.587 2.438 -0.994
12 H -2.161 1.750 -0.421
13 H 0.501 0.844 -0.439
14 H -1.544 -1.252 0.710
15 O 1.713 -1.191 -0.135
16 O -0.849 1.427 0.793